{
  "formula": "C6H17N2O5Y2",
  "method": "wB97M-V/def2-TZVPD",
  "species": ["H", "H", "H", "H", "H", "H", "H", "H", "C", "H", "H", "C", "O", "C", "O", "H", "C", "H", "Y", "O", "N", "N", "H", "O", "H", "C", "H", "C", "Y", "H", "O", "H"],
  "coordinates": [[1.9637, -2.7909, -0.7661], [-1.2472, -0.5442, -2.4232], [-1.0334, 5.5711, -0.4167], [-1.8701, 1.2471, -0.1269], [-1.3100, -1.0891, 2.7251], [-1.5081, -2.8708, -1.4026], [-0.0686, -3.6842, -2.2153], [0.8180, 0.3383, 4.4584], [-0.4257, -2.9881, -1.4564], [-0.9161, 2.1277, -3.4915], [-1.1808, -0.7306, 1.0185], [0.8708, -0.4746, 3.7342], [-0.9103, 4.6462, -0.7062], [-0.1710, -0.5550, -2.1911], [1.0827, 1.0611, 0.4250], [2.0790, -2.2235, -2.3710], [1.4251, 0.4957, 1.5183], [2.4351, 0.6130, 1.9407], [-2.8316, 3.5860, -1.5999], [0.5270, 0.4705, -2.3563], [0.2785, -1.6889, -1.6318], [0.5531, -0.1813, 2.3235], [-1.4686, 0.5053, 2.2835], [-1.5480, 2.1385, -0.3637], [0.3121, -1.3386, 4.0939], [-0.8940, -0.3796, 2.0098], [-0.1832, -3.1373, -0.4042], [1.7104, -1.9319, -1.3875], [0.4768, 2.8987, -1.1373], [1.8812, -0.8817, 3.6953], [-1.0477, 2.8897, -2.8943], [2.2008, -1.0986, -0.8843]],
  "atomic_forces_ev_per_a": [[-0.9610, -0.1073, 0.1585], [0.1359, -0.2698, -0.0701], [0.5926, -0.4568, -0.0916], [0.6402, 0.4504, -0.0079], [0.4298, -0.3408, -0.1806], [-0.0604, 0.0335, -0.7881], [-0.1525, -0.2517, 0.5006], [-0.2356, 0.2317, -0.4732], [-0.6622, 1.7328, 0.8300], [-0.1388, 0.3091, 0.2202], [0.6937, 0.1191, -0.1583], [1.5500, -1.2888, -0.2545], [-1.5438, -0.4320, -0.8836], [0.4519, -1.2515, 1.2887], [0.2082, 0.4154, 0.3297], [0.8003, 0.5714, 0.0658], [-2.2091, -0.0225, 1.1115], [-0.2185, -0.1987, -0.2713], [4.6292, -1.1853, 0.4410], [-0.0327, 1.2518, 0.2680], [-0.1333, 0.2852, -0.3159], [-0.3057, 1.1078, -1.3922], [0.1654, 0.4613, -0.3384], [-1.7577, 0.7837, -0.7157], [-0.3628, 0.2997, -0.2126], [-0.1023, 0.3606, 0.7351], [0.2060, -1.3175, -0.2989], [0.5006, 0.3589, -0.5003], [-1.4454, -3.1149, 0.2640], [0.2746, 0.3381, 0.4415], [-0.9664, 0.8846, 1.0505], [0.0098, 0.2425, -0.7521]],
  "e_above_lowest_kj_mol": 0.00,
  "orbital_gap_ev": 6.52,
  "total_charge": 3,
  "homo_energy_ev": -18.275
}

{
  "formula": "C6H17N2P2",
  "method": "wB97M-V/def2-TZVPD",
  "species": ["C", "N", "C", "H", "P", "N", "H", "H", "C", "H", "H", "P", "H", "C", "H", "H", "H", "H", "H", "C", "H", "H", "C", "H", "H", "H", "H"],
  "coordinates": [[-3.1262, -0.2156, -0.0633], [0.9452, 0.9787, -0.2596], [0.5690, -0.2662, -0.9892], [-1.2936, -0.5733, -2.1387], [0.6585, -1.9831, -0.2443], [-1.6193, -0.2159, 0.0581], [3.1464, -2.0646, -0.4041], [-1.4724, 1.8689, 0.6940], [0.3061, 0.8860, 1.1101], [-1.2500, -1.1088, 0.3068], [2.7050, 1.9118, 0.9330], [2.5415, 1.7209, -0.4855], [1.1646, -0.2239, -1.8145], [2.3712, -1.8911, 0.4177], [-1.0700, 1.1124, -1.5108], [0.5239, 1.9426, 1.4470], [0.7746, -2.5776, -1.4713], [-3.3479, -0.7298, -0.9897], [2.5191, -0.8332, 0.7123], [-0.9148, 0.0413, -1.2659], [-3.5190, -0.7853, 0.6632], [-3.4696, 0.7850, -0.1288], [-1.2381, 0.8617, 1.1209], [-1.5142, 0.5609, 2.1003], [2.4899, -2.5202, 1.3507], [2.1847, 3.0618, -0.8839], [0.9355, 0.2566, 1.7356]],
  "atomic_forces_ev_per_a": [[2.4146, 0.1728, -3.1975], [-0.4279, -1.6494, 1.4257], [-1.6082, 2.3575, 1.5140], [-0.2076, 0.3210, 1.4467], [0.5020, 0.4379, 1.2729], [-2.0709, 2.8096, -0.4974], [-0.9703, -0.1384, 1.3862], [-0.7526, -1.1160, 0.6850], [1.9535, 3.9930, -0.7024], [0.1480, -1.3567, 0.9858], [0.2655, 0.3916, -0.6597], [-0.8411, -0.6173, 0.5522], [1.1619, -0.2543, -2.7900], [1.0668, -0.1024, -0.1487], [0.1950, -0.7260, 0.0565], [-0.2246, -1.1481, 0.4814], [0.2919, -0.5400, -0.7787], [-0.1843, 0.0264, -0.2947], [-0.0641, -0.5586, -0.0029], [-0.1004, -0.1824, -1.1005], [-1.4616, -1.5523, 3.0003], [-0.3643, 0.8233, 0.2043], [3.1372, -0.8858, -3.0175], [-1.1066, 0.0325, 0.6292], [0.0924, 0.5274, -1.3739], [-0.0785, -0.4428, 0.5954], [-0.7658, -0.6224, 0.3284]],
  "e_above_lowest_kj_mol": 23.22,
  "smiles": "CP[C@H]1C[N@H+](C)CCN1P",
  "orbital_gap_ev": 9.67,
  "total_charge": 1,
  "homo_energy_ev": -12.136
}

{
  "formula": "C6H17N3",
  "method": "wB97M-V/def2-TZVPD",
  "species": ["H", "H", "C", "C", "H", "H", "C", "H", "C", "C", "H", "H", "N", "H", "H", "N", "H", "H", "H", "H", "H", "N", "H", "C", "H", "H"],
  "coordinates": [[0.3741, 1.3440, -1.1105], [-2.2673, 2.1446, 0.1703], [-1.6807, -1.0460, -0.0372], [1.9585, 0.5298, 0.1044], [2.2018, -1.5433, 0.6546], [0.6201, -1.1431, -0.0147], [1.4627, 1.3774, -1.0613], [-2.0074, 0.3079, 1.5406], [-1.8769, 0.1813, 0.4767], [1.2802, 1.0311, 1.4624], [-1.1196, -2.1583, -1.6183], [2.0127, -1.2768, -1.0846], [-1.6664, -2.2168, 0.7499], [0.2028, 0.9357, 1.5311], [1.7176, 0.4863, 2.2985], [-1.5859, -1.2804, -1.4239], [-1.9576, -2.0445, 1.7051], [1.7665, 2.4164, -0.9362], [-1.1150, -0.5213, -1.9002], [3.0352, 0.6851, 0.2246], [1.8716, 1.0180, -2.0068], [-1.8647, 1.3600, -0.3228], [-2.3527, 1.2243, -1.2002], [1.6949, -0.9463, -0.1014], [-2.2182, -2.9538, 0.3376], [1.5136, 2.0886, 1.5626]],
  "atomic_forces_ev_per_a": [[0.0292, 0.0705, -0.0211], [0.0126, -0.0437, -0.1401], [-0.7924, 0.6363, 0.3203], [-0.8804, 0.6140, 1.2589], [0.0389, -0.1073, 0.0318], [0.3317, -0.0280, 0.0145], [0.0720, -0.1862, 0.0621], [-0.0368, -0.0140, 0.0315], [-0.0550, -0.6441, -0.4069], [1.2164, -0.2054, -1.0286], [0.0841, 0.1452, -0.0370], [0.1991, -0.1112, -0.2085], [0.3349, 0.0720, -0.0249], [-0.0448, -0.2431, -0.4361], [0.0494, 0.0433, 0.1182], [0.0222, -0.0348, 0.2894], [0.0287, -0.0696, -0.2196], [-0.0452, 0.0901, -0.0233], [0.0528, -0.0823, -0.0457], [-0.0070, 0.0298, -0.0048], [0.0555, -0.0028, -0.0737], [0.0298, -0.0714, 0.0157], [-0.1521, 0.1113, 0.1008], [-0.4479, -0.0532, 0.1514], [-0.1711, -0.0625, 0.0506], [0.0754, 0.1470, 0.2252]],
  "e_above_lowest_kj_mol": 49.62,
  "smiles": "NC=C(N)N.CC(C)C",
  "orbital_gap_ev": 8.00,
  "homo_energy_ev": -7.013
}

{
  "formula": "C6H17N3",
  "method": "wB97M-V/def2-TZVPD",
  "species": ["H", "H", "H", "C", "C", "C", "H", "C", "N", "C", "H", "H", "H", "H", "H", "H", "C", "H", "H", "H", "N", "H", "N", "H", "H", "H"],
  "coordinates": [[-0.5566, 0.7290, 3.2170], [-0.2421, -2.0131, -2.1273], [-0.5079, 2.1470, 1.1642], [0.1122, 1.2482, 1.2266], [-2.0967, -0.0859, 0.8677], [-0.8155, -1.5864, -1.2967], [0.3652, 1.4009, -2.0957], [-0.1466, -0.3109, -0.7703], [-0.6938, 0.1431, 0.5067], [2.3282, -0.4134, -1.4997], [2.4098, -1.3088, -2.1200], [1.4736, -1.0742, 0.3402], [3.2654, -0.2668, -0.9555], [-1.8256, -1.3879, -1.6692], [0.9571, 1.6485, 3.1664], [1.0515, 1.4957, 0.7232], [0.3792, 0.8635, 2.6675], [2.1541, 0.4641, -2.1234], [-0.8858, -2.3475, -0.5132], [-2.2279, -1.1198, 1.2024], [1.2607, -0.5861, -0.5221], [-2.4001, 0.5864, 1.6750], [-0.3195, 0.7535, -1.7191], [0.9429, -0.0721, 2.7276], [-1.2365, 0.9898, -2.0782], [-2.7452, 0.1031, 0.0058]],
  "atomic_forces_ev_per_a": [[0.1037, -0.0210, 0.0011], [0.0215, 0.3248, 0.1839], [0.0496, 0.1948, 0.2327], [-1.8366, -1.0181, -0.9228], [1.1139, 0.2279, -0.4833], [-0.6384, -0.1061, 0.0872], [0.0625, -0.6689, 0.6873], [0.1905, 0.3709, 0.7726], [1.4650, -0.0229, 1.6949], [-0.6419, -0.5478, 0.7152], [0.2989, 0.1205, -0.4137], [-0.2941, 0.2075, -0.4757], [-0.0255, -0.0227, -0.1728], [0.0040, -0.0458, 0.0557], [-0.0699, -0.0659, 0.0251], [-0.3762, -0.4914, -0.2101], [0.0149, 0.0686, 0.1063], [0.0796, -0.1501, 0.0033], [0.0528, 0.1399, -0.0179], [-0.2748, 0.0883, 0.0102], [0.4383, 0.8819, -0.1733], [0.1226, -0.0722, -0.1122], [0.2260, 1.0601, -2.0724], [-0.0417, 0.0959, -0.0450], [0.1988, -0.5394, 0.4383], [-0.2439, -0.0086, 0.0853]],
  "e_above_lowest_kj_mol": 143.32,
  "smiles": "CCN(C)[C@@](C)(N)NC",
  "orbital_gap_ev": 8.45,
  "homo_energy_ev": -7.445
}

{
  "formula": "C6H17N3",
  "method": "wB97M-V/def2-TZVPD",
  "species": ["N", "C", "H", "C", "H", "H", "H", "C", "H", "H", "N", "H", "C", "H", "H", "H", "H", "H", "H", "H", "H", "H", "N", "C", "H", "C"],
  "coordinates": [[-0.9026, -1.8054, 0.1672], [-1.4492, -0.1581, -1.5132], [1.4936, 0.7720, 1.9287], [-1.6897, -0.7456, -0.1537], [2.6692, -1.1529, 1.0358], [2.0440, -1.4697, -1.8188], [2.4847, -2.6687, -0.8073], [2.7143, -0.7890, 0.0065], [-1.0451, -2.2006, 1.0862], [-3.2298, 1.8776, 0.3975], [2.0185, -1.7683, -0.8484], [-2.6341, -0.5268, 0.4602], [1.5332, 1.2098, 0.9397], [-0.3841, -0.0118, -1.7121], [2.0544, 1.0073, -1.0734], [-1.5739, 2.4096, 0.0924], [0.0698, -1.8100, -0.1565], [3.7771, -0.6818, -0.2621], [1.0275, 2.1568, 0.8140], [-1.9596, 0.7963, -1.6248], [-2.3039, 2.6337, 1.6909], [-0.8570, 0.6540, 1.5925], [-1.8255, 0.6196, 1.2742], [2.0463, 0.5504, -0.0875], [-1.8460, -0.8382, -2.2708], [-2.2319, 1.9397, 0.8427]],
  "atomic_forces_ev_per_a": [[0.2258, -0.0164, 0.5265], [-0.1800, 0.1769, 0.2796], [0.1487, -0.0209, 0.0855], [-2.1574, 1.8751, 1.6887], [0.0108, 0.0553, -0.0329], [0.0123, -0.0266, 0.0539], [-0.0197, 0.0677, -0.0197], [0.0380, -0.0728, -0.0289], [-0.0186, -0.0274, -0.1672], [-0.0483, 0.0517, -0.0111], [0.0988, 0.0278, -0.0177], [0.5613, -2.1481, -2.1828], [-0.3349, -0.2178, -0.1924], [-0.0204, -0.0231, 0.0615], [-0.1091, 0.0226, -0.0416], [-0.0047, 0.0091, 0.0412], [-0.2538, 0.0976, 0.1115], [-0.1236, -0.0174, 0.0518], [0.1255, 0.1310, -0.0237], [0.0190, 0.0153, 0.0127], [-0.0500, -0.0762, -0.0569], [-0.1512, 0.1148, 0.1071], [1.7946, -0.0423, -0.1933], [0.3083, 0.0848, 0.1422], [0.0209, -0.0230, 0.0300], [0.1077, -0.0172, -0.2238]],
  "e_above_lowest_kj_mol": 344.87,
  "orbital_gap_ev": 8.07,
  "homo_energy_ev": -7.233
}

{
  "formula": "C6H17N3O5",
  "method": "wB97M-V/def2-TZVPD",
  "species": ["C", "H", "O", "H", "H", "N", "C", "N", "C", "N", "H", "O", "C", "H", "H", "C", "O", "H", "H", "H", "H", "O", "H", "C", "H", "H", "H", "O", "H", "H", "H"],
  "coordinates": [[-2.0249, 1.3521, -0.2676], [1.2565, -1.0760, -1.5563], [1.3175, 3.6204, 0.5623], [0.4498, -1.4446, 1.5534], [-2.4444, 0.3491, -0.1902], [0.2946, -0.8652, -1.7809], [-0.2211, -0.9281, -0.4856], [0.5259, 2.8474, -0.0363], [-1.7758, -1.0691, -0.5366], [-1.8714, 1.9864, 1.0263], [-2.0809, -2.0436, -0.9179], [-0.6508, 3.1105, -0.2850], [0.5944, -1.7465, 0.5161], [-1.0501, 1.3443, -0.7553], [-0.0459, -1.7178, -2.2019], [1.1033, 1.5387, -0.4748], [-2.7289, 2.6153, 1.5290], [-2.1789, -0.9806, 0.4722], [2.2259, -3.2723, 1.3505], [0.2666, 0.9245, -0.8074], [2.0076, 1.7507, -1.0452], [1.9795, -1.5898, 0.2185], [-2.6595, 2.0388, -0.8279], [2.7868, -2.3605, 1.1456], [-0.1168, 0.1058, -0.1567], [0.1819, -2.7389, 0.3343], [3.7925, -2.4522, 0.7354], [-0.8391, 1.7551, 1.6564], [1.3480, 0.8941, 0.3694], [-2.2865, -0.2984, -1.1139], [2.8441, -1.6498, 1.9701]],
  "atomic_forces_ev_per_a": [[-1.4794, 1.8109, -0.4606], [0.9488, 0.1645, -1.0729], [-2.0586, -1.7775, -1.3722], [-0.4811, 0.0291, 0.0661], [-0.6890, 3.4738, 1.9409], [0.7342, -1.4522, -1.2233], [-2.7736, 2.3472, 2.2758], [1.6146, 2.3589, 1.1241], [1.1713, -3.7749, -0.0943], [1.5978, -1.6842, 2.1653], [0.1073, -0.3930, -0.0505], [3.7421, 2.6335, -1.0496], [-0.5988, -0.1244, -0.5668], [-1.7922, -0.4041, 0.0830], [0.1055, -0.1907, -0.9180], [0.1273, 0.6763, 0.6456], [-2.6347, 1.3935, 0.0900], [0.0215, -0.5694, 0.1560], [0.6648, -0.1992, 0.2889], [1.9336, 2.0911, -2.2388], [-0.5004, -0.1517, -0.3629], [-0.4126, -0.7957, -0.6090], [-0.1263, -0.2848, -0.1504], [-0.8508, 1.8172, -0.4919], [-0.9714, -2.3297, 1.5861], [0.7579, -0.8847, 0.4944], [-0.2788, -0.4371, -0.1327], [0.2680, -1.2498, 0.2020], [0.6781, 1.0278, 0.5821], [0.9578, -2.3579, -1.7230], [0.2171, -0.7627, 0.8165]],
  "e_above_lowest_kj_mol": 564.93,
  "smiles": "C[N+](=O)[O-].C[N+](=O)[O-].COC[C@H](C)N",
  "orbital_gap_ev": 9.89,
  "homo_energy_ev": -10.122
}